ORCA calculation (ωB97M-V with the def2-TZVPD basis set) on a structure of composition C6H10N2 at a distorted geometry.

- total charge = 0
- 2S+1 = 1

CARTESIAN COORDINATES (ANGSTROEM)
H: 1.040 1.546 -2.080
H: -1.800 -0.576 -1.432
C: 0.347 1.115 0.717
C: -0.893 -0.776 0.548
H: 1.596 0.042 -1.948
N: 1.090 0.367 1.697
H: 1.679 -0.299 1.310
N: 0.708 0.650 -1.878
H: 0.232 2.175 0.846
C: -0.380 0.127 1.607
C: 0.390 -1.087 -0.199
H: 0.375 -1.534 -1.181
H: -2.184 0.819 -0.310
C: 0.169 0.377 -0.582
H: 1.360 -1.476 0.306
H: -0.832 0.123 2.581
C: -1.403 0.130 -0.621
H: -1.492 -1.724 0.618

Force components x, y, z for each atom (eV/Å):
H 0.2 2.0 -0.1
H 0.9 1.4 0.7
C -0.2 0.2 1.4
C -1.8 -4.7 -1.0
H -1.7 1.3 -0.1
N -1.4 2.0 1.6
H 1.0 -1.2 -0.6
N 2.9 -2.4 -0.3
H 0.2 0.3 -0.2
C 1.4 0.0 0.6
C 1.3 0.1 -0.9
H -0.8 -1.0 0.0
H 0.4 0.6 -0.1
C -0.7 0.9 -2.3
H -1.9 0.7 -0.8
H -0.5 1.0 0.0
C 0.5 -2.4 0.7
H 0.2 1.1 1.4

Mulliken population analysis, charges in e, atoms 1 to 2: 0.26, 0.30



ORCA calculation (ωB97M-V with the def2-TZVPD basis set) on a structure of composition C38H43IN2NaPSi2.

- total charge = 0
- 2S+1 = 1

CARTESIAN COORDINATES (ANGSTROEM)
H: 0.037 -2.992 4.496
C: -3.542 -4.827 -2.179
H: -0.885 1.512 -3.415
C: 4.983 4.007 -1.197
H: 3.733 -1.756 3.699
H: -2.856 2.232 -4.700
H: -2.942 -1.516 0.916
C: -3.487 3.851 -1.798
H: 1.621 3.419 1.357
C: -0.889 -2.518 4.161
C: 4.642 1.767 -1.944
C: 0.129 -5.311 -2.199
H: -1.781 -4.659 1.769
H: 0.889 -6.075 -2.281
C: -1.608 2.181 -2.962
C: 3.284 1.942 -1.947
C: 5.504 2.790 -1.516
C: 2.684 3.139 -1.458
H: -3.464 -2.395 2.344
H: 1.353 6.745 -0.741
I: 2.240 0.461 -3.025
N: -2.160 -0.869 -1.676
C: -2.721 2.581 -3.684
H: -0.945 -1.539 4.643
C: 3.020 0.107 1.293
H: -4.222 4.498 -1.337
C: 0.857 4.663 -1.010
H: 3.794 6.308 -0.760
H: -0.198 4.842 -0.854
C: -0.685 2.613 3.694
H: -2.926 -0.210 -1.643
H: -0.639 -4.129 0.530
C: -1.627 2.002 2.878
H: -3.886 -5.846 -2.300
H: 2.319 -2.781 3.964
C: 3.584 4.213 -1.189
H: -5.487 -3.968 -2.121
H: -2.240 3.805 -0.061
H: 5.065 0.845 -2.318
C: 0.702 3.024 1.771
C: -1.398 1.891 1.519
C: -1.201 -5.610 -2.233
C: 1.291 3.374 -1.226
H: -2.531 1.588 3.305
C: 2.643 -1.797 3.615
H: 5.625 4.842 -0.951
C: -2.367 3.460 -1.078
C: -3.666 3.414 -3.102
H: 4.071 -0.100 1.077
H: -4.541 3.717 -3.661
C: -1.414 2.623 -1.654
C: -2.613 -2.188 -1.823
C: -2.153 -4.574 -2.123
H: -2.858 -0.748 2.499
Na: 0.435 -1.029 -0.838
H: 2.222 -3.808 0.962
H: -4.672 -1.670 -1.794
P: 0.095 2.029 -0.807
Si: 2.074 -1.457 1.835
C: 3.082 5.509 -0.927
N: -0.341 -2.973 -1.929
C: 2.799 -2.892 0.816
H: 2.583 0.561 0.399
C: 0.479 3.118 3.138
H: 2.988 0.865 2.079
H: -1.597 -0.727 -0.842
C: -2.718 -1.693 1.966
H: -1.724 -3.120 4.529
H: 1.561 -3.706 -2.036
H: 2.225 -1.055 4.299
C: -4.421 -3.789 -2.081
H: 2.793 -2.668 -0.256
C: -3.956 -2.476 -1.897
C: -1.672 -3.253 -1.955
C: 0.299 -1.231 1.524
H: -1.545 -6.631 -2.348
H: 0.062 -0.206 1.827
C: 1.740 5.748 -0.905
H: -0.854 2.682 4.761
H: 6.572 2.617 -1.506
C: -0.851 -4.110 1.600
Si: -0.950 -2.332 2.267
H: -0.052 -4.664 2.100
H: 3.836 -3.096 1.092
H: 1.225 3.583 3.769
C: -0.237 2.414 0.945
H: -2.124 1.375 0.902
C: 0.507 -3.964 -2.054

Force components x, y, z for each atom (eV/Å):
H 0.0 0.0 0.0
C -0.1 0.0 0.0
H 0.0 0.0 0.0
C 0.1 -0.1 0.0
H 0.0 0.0 0.0
H 0.0 0.0 0.0
H 0.0 0.0 -0.2
C 0.0 0.0 0.0
H 0.0 0.0 0.0
C 0.0 0.0 -0.1
C -0.2 -0.1 -0.1
C -0.1 -0.1 0.0
H 0.0 0.0 0.0
H 0.0 0.0 0.0
C 0.0 0.0 0.0
C 0.2 -0.1 0.0
C 0.0 0.2 0.1
C -0.1 0.1 0.0
H 0.0 0.0 0.0
H 0.0 0.0 0.0
I 0.1 0.0 0.0
N 0.2 0.2 0.1
C 0.0 0.0 -0.1
H 0.0 0.0 0.0
C 0.0 -0.1 0.1
H 0.0 0.0 0.0
C 0.1 -0.2 -0.1
H 0.0 0.0 0.0
H 0.0 0.0 0.0
C 0.0 0.0 0.0
H 0.0 0.0 0.0
H 0.0 0.0 0.0
C 0.0 0.0 0.0
H 0.0 0.0 0.0
H 0.0 0.0 0.0
C 0.0 0.0 0.0
H 0.0 0.0 0.0
H 0.0 0.0 0.0
H 0.0 0.0 0.0
C 0.0 0.0 0.0
C 0.0 0.0 0.0
C 0.1 0.0 0.0
C -0.1 0.2 0.0
H 0.0 0.0 0.0
C 0.0 0.0 -0.1
H 0.0 0.0 0.0
C 0.0 0.0 -0.1
C 0.0 0.0 0.0
H 0.0 0.0 0.0
H 0.0 0.0 0.0
C -0.1 0.0 0.0
C -0.3 -0.1 0.0
C 0.0 0.1 0.0
H 0.0 0.0 0.0
Na 0.5 0.1 -0.1
H 0.0 0.0 0.0
H 0.0 0.0 0.0
P 0.0 0.0 0.0
Si 0.1 0.0 0.0
C -0.1 0.0 0.0
N 0.0 0.0 0.0
C 0.0 0.1 0.0
H 0.0 0.0 -0.1
C 0.0 0.0 0.0
H 0.0 0.0 0.0
H -0.4 -0.1 0.1
C 0.1 0.0 0.1
H 0.0 0.0 0.0
H 0.0 0.0 0.0
H 0.0 0.0 0.0
C 0.0 -0.1 0.0
H 0.0 0.0 0.0
C 0.2 0.1 0.0
C -0.1 -0.2 0.0
C -0.1 -0.2 0.2
H 0.0 0.0 0.0
H 0.0 0.1 0.1
C 0.2 0.0 0.0
H 0.0 0.0 0.0
H 0.0 0.0 0.0
C 0.0 0.1 0.0
Si 0.0 0.0 0.0
H 0.0 0.0 0.0
H 0.0 0.0 0.0
H 0.0 0.0 0.0
C 0.0 0.0 0.0
H 0.0 0.0 0.0
C 0.0 0.0 0.0

Mulliken population analysis, charges in e, atoms 1 to 2: 0.28, -0.99



ORCA calculation (ωB97M-V with the def2-TZVPD basis set) on a cluster of 2 separate species, C2H6S2 in total at a distorted geometry.

- total charge = -1
- 2S+1 = 2

CARTESIAN COORDINATES (ANGSTROEM)
H: -1.786 1.055 -0.972
H: -0.025 -2.050 2.303
H: 1.307 -1.133 -0.530
H: 1.084 1.527 0.057
H: -0.517 1.785 0.976
H: -0.165 0.895 -1.884
C: -0.689 1.153 -0.991
S: 1.291 -2.408 -0.094
S: -0.488 -2.341 1.063
C: -0.012 1.517 0.074

Force components x, y, z for each atom (eV/Å):
H 0.6 0.1 -0.1
H 0.0 0.0 -0.3
H 0.0 -0.1 0.1
H -0.4 0.1 0.1
H -0.1 0.0 0.6
H 0.1 -0.3 -0.6
C -0.9 -0.1 0.0
S 2.3 0.1 -1.5
S -2.3 0.1 1.7
C 0.8 0.1 -0.1

Mulliken population analysis, charges in e, atoms 1 to 2: 0.19, 0.05



Energy values (in eV) by entry order: -9360.1272, -80648.0896, -23840.3393.